{
  "formula": "C5H8N2",
  "method": "ωB97M-V/def2-TZVPD",
  "gap_ha": 0.3336,
  "total_energy_ha": -304.75236,
  "species": ["H", "H", "H", "C", "H", "H", "C", "H", "C", "C", "N", "C", "N", "H", "H"],
  "coordinates": [[-2.7605, -0.2098, -0.6492], [2.2594, -0.8372, 1.7414], [0.6139, 2.9813, -1.2818], [-0.5004, 1.5870, -0.6843], [1.5167, -1.9825, -0.8573], [-2.1318, -1.1553, 0.7110], [1.4253, -1.2590, -0.0524], [-1.4121, 2.1962, -0.7697], [0.3239, -0.5630, -0.0182], [-0.7182, 0.2226, -0.1494], [2.5040, -1.2308, 0.8410], [-2.1175, -0.1696, 0.2396], [0.6642, 2.0173, -0.9584], [-2.5456, 0.5641, 0.9302], [2.8785, -2.1612, 0.9573]],
  "forces_ev_per_angstrom": [[0.072, 0.044, 0.147], [0.096, 0.036, -0.102], [0.016, 0.002, -0.046], [0.161, 0.080, -0.027], [0.241, 0.204, -0.166], [0.011, 0.184, -0.053], [-0.277, -0.229, -0.111], [0.135, 0.006, -0.092], [-0.129, -0.016, -0.006], [0.266, -0.183, 0.078], [-0.191, -0.238, 0.207], [-0.105, 0.011, 0.084], [-0.416, 0.150, -0.015], [-0.056, -0.099, -0.046], [0.177, 0.047, 0.147]]
}